<A>
ORCA calculation (ωB97M-V/def2-TZVPD) on a cluster of 2 separate species, C2H3IO in total.

```
7
Properties=species:S:1:pos:R:3:lowdin_charge:R:1
I -3.78 -0.13 0.01 0.40
O 1.12 -3.09 0.06 0.17
C 0.99 -0.67 0.32 -0.01
C 1.11 -1.93 0.15 -0.31
H -2.89 -1.17 -0.74 -0.40
H 0.33 0.06 -0.23 0.08
H 1.52 -0.25 1.20 0.08
```

## Properties
Net charge ... 0
Molar mass ... 169.95 g mol⁻¹
SMILES string ... C=C=O.I


<B>
ORCA calculation (ωB97M-V/def2-TZVPD) on a structure of composition C2H3IO.

```
7
Properties=species:S:1:pos:R:3:lowdin_charge:R:1
I 0.27 3.10 0.04 0.79
O 0.71 1.33 0.65 -0.97
C 0.12 -1.24 -0.12 -0.01
C -0.41 -0.07 0.02 -0.02
H -1.33 0.42 -0.21 0.06
H 1.13 -1.49 0.16 0.08
H -0.49 -2.04 -0.53 0.07
```

## Properties
Net charge ... 0
Molar mass ... 169.95 g mol⁻¹


Which structure is the least stable? The one labeled <B>.


<A>
ORCA calculation (ωB97M-V/def2-TZVPD) on a cluster of 2 separate species, C3H8N2OS in total.

```
15
Properties=species:S:1:pos:R:3:lowdin_charge:R:1
S 2.55 0.40 0.36 0.76
O 0.24 -0.88 1.10 -0.12
N -0.43 -1.65 -1.01 -0.01
N 0.63 -0.70 -1.12 -0.04
C -0.76 2.15 0.15 0.09
C 0.90 -0.13 0.10 -0.80
C -0.91 -1.40 0.32 -0.18
H 0.61 -0.11 -1.90 0.11
H -1.37 -2.14 0.95 0.13
H -1.51 -0.48 0.26 0.10
H -1.33 2.58 0.89 -0.04
H 2.38 1.10 1.61 -0.06
H -1.18 1.40 -0.44 -0.06
H 0.28 2.44 -0.01 -0.01
H -0.09 -2.59 -1.26 0.13
```

## Properties
Net charge ... 0
Molar mass ... 120.18 g mol⁻¹


<B>
ORCA calculation (ωB97M-V/def2-TZVPD) on the molecule C3H8N2OS.

```
15
Properties=species:S:1:pos:R:3:lowdin_charge:R:1
S -1.63 0.47 0.54 0.86
O -1.96 1.54 -0.41 -0.54
N -2.29 -1.00 -0.10 -0.24
N 0.91 1.05 -0.61 -0.03
C 0.02 0.02 -0.38 -0.49
C 1.14 -0.71 0.33 -0.14
C 1.84 0.62 0.40 -0.20
H -3.27 -0.97 -0.31 0.03
H 1.77 -1.12 -0.49 0.12
H 1.74 1.05 1.39 0.10
H -0.50 -0.39 -1.34 0.14
H 0.55 1.98 -0.58 0.11
H 0.73 -1.44 0.97 0.08
H -2.00 -1.85 0.45 0.08
H 2.93 0.76 0.14 0.12
```

## Properties
Net charge ... 0
Molar mass ... 120.18 g mol⁻¹


<C>
ORCA calculation (ωB97M-V/def2-TZVPD) on the molecule C3H8N2OS.

```
15
Properties=species:S:1:pos:R:3:lowdin_charge:R:1
S -1.59 -1.27 -0.20 0.67
O 2.00 -1.18 -0.34 -0.09
N 0.26 1.69 -0.24 0.03
N -1.07 2.11 -0.17 0.02
C -0.41 -0.35 0.95 -0.45
C 0.57 0.56 0.24 -0.41
C 1.98 0.17 0.16 -0.19
H -1.26 2.80 -0.83 0.06
H -0.54 -1.86 -0.84 -0.14
H 2.45 0.07 1.14 0.13
H -1.81 1.42 -0.08 0.04
H 0.14 -1.15 1.45 0.06
H -1.08 0.15 1.71 0.09
H 1.87 -1.22 -1.29 0.09
H 2.58 0.72 -0.53 0.11
```

## Properties
Net charge ... 0
Molar mass ... 120.18 g mol⁻¹
SMILES string ... N/N=C(/CO)CS


Which structure is the least stable? The one labeled <A>.


<A>
ORCA calculation (ωB97M-V/def2-TZVPD) on the molecule C3H8N2OS.

```
15
Properties=species:S:1:pos:R:3:lowdin_charge:R:1
S -0.39 1.39 0.40 0.94
O -0.85 -1.85 -1.11 -0.12
N 1.41 -0.53 -0.10 0.05
N 2.20 1.58 0.65 0.05
C -1.49 -0.05 0.43 -0.46
C -1.72 -0.78 -0.92 -0.34
C 1.23 0.67 0.32 -0.80
H 1.97 2.33 1.30 0.09
H 3.15 1.23 0.71 0.10
H 2.43 -0.80 -0.09 0.09
H -1.16 -0.76 1.15 0.07
H 0.08 -1.52 -0.91 0.04
H -1.67 -0.04 -1.74 0.11
H -2.73 -1.20 -0.89 0.11
H -2.46 0.34 0.79 0.08
```

## Properties
Net charge ... 0
Molar mass ... 120.18 g mol⁻¹
SMILES string ... [H]/N=C(\N)SCCO


<B>
ORCA calculation (ωB97M-V/def2-TZVPD) on a cluster of 2 separate species, C3H8N2OS in total.

```
15
Properties=species:S:1:pos:R:3:lowdin_charge:R:1
S -1.40 0.96 -0.08 0.76
O -2.58 0.82 0.74 -0.61
N -0.67 -1.34 1.56 0.01
N 0.90 -1.72 -1.91 0.00
C -0.28 -0.61 0.70 -0.36
C 1.48 -1.10 -0.92 -0.13
C -0.26 2.21 0.74 -0.29
H 0.80 2.14 0.64 0.02
H -0.52 2.36 1.80 0.05
H 0.34 -1.11 -2.56 0.13
H 1.40 -0.05 -0.95 0.03
H 2.31 -1.58 -0.38 0.09
H -0.49 3.18 0.23 0.03
H -1.66 -1.44 2.05 0.12
H 0.64 -2.72 -1.68 0.14
```

## Properties
Net charge ... 0
Molar mass ... 120.18 g mol⁻¹


<C>
ORCA calculation (ωB97M-V/def2-TZVPD) on the molecule C3H8N2OS.

```
15
Properties=species:S:1:pos:R:3:lowdin_charge:R:1
S -0.82 -0.12 -2.29 0.71
O 1.90 0.23 1.94 0.01
N 1.86 -1.45 0.31 0.13
N -0.09 -0.21 0.88 0.01
C 1.27 -0.45 1.08 -0.55
C -0.64 1.00 0.15 -0.28
C -1.68 0.73 -0.92 -0.53
H 2.91 -1.63 0.35 0.13
H -0.29 -1.12 -1.61 -0.19
H -2.44 0.09 -0.53 0.05
H 0.24 1.48 -0.24 0.11
H -2.20 1.73 -1.09 0.11
H 1.55 -1.63 -0.67 0.09
H -0.53 -0.32 1.77 0.11
H -1.06 1.67 0.86 0.10
```

## Properties
Net charge ... 0
Molar mass ... 120.18 g mol⁻¹
SMILES string ... NC(=O)NCCS


Which structure is the least stable? The one labeled <B>.


<A>
ORCA calculation (ωB97M-V/def2-TZVPD) on a cluster of 2 separate species, C2H9N5O in total.

```
17
Properties=species:S:1:pos:R:3:lowdin_charge:R:1
O 0.50 -1.69 -2.50 -0.02
N -0.19 -0.01 2.45 0.08
N 2.18 -1.09 -0.93 0.12
N 0.54 0.49 -1.67 0.10
N -1.56 -0.70 0.75 0.07
N -1.63 1.60 1.30 0.12
C 1.04 -0.83 -1.74 -0.60
C -1.05 0.34 1.54 -0.61
H 1.18 1.22 -1.36 0.09
H -1.07 2.35 1.60 0.07
H 2.16 -0.74 0.02 0.08
H -1.05 -1.59 0.94 0.10
H -0.13 0.68 -2.49 0.14
H -1.57 -0.49 -0.27 0.08
H 2.48 -2.06 -1.01 0.10
H 0.10 0.76 3.01 0.01
H -1.92 1.75 0.35 0.07
```

## Properties
Net charge ... 0
Molar mass ... 119.13 g mol⁻¹
SMILES string ... N=C(N)N.NC(N)=O


<B>
ORCA calculation (ωB97M-V/def2-TZVPD) on the molecule C2H9N5O.

```
17
Properties=species:S:1:pos:R:3:lowdin_charge:R:1
O 1.21 -1.15 -0.89 -0.10
N -1.39 0.22 1.18 0.07
N -1.45 0.45 -1.17 0.09
N 1.44 -0.23 1.28 0.12
N 1.42 1.12 -0.60 0.17
N -0.59 -1.59 -0.19 0.21
C 1.01 -0.09 -0.06 -0.69
C -0.84 -0.25 -0.07 -0.63
H -1.00 0.18 -2.04 0.08
H 2.14 1.64 -0.11 0.10
H -1.24 -0.47 1.90 0.07
H -1.32 1.45 -1.05 0.08
H -0.75 -1.96 -1.12 0.09
H -2.40 0.33 1.08 0.08
H 1.47 1.14 -1.61 0.10
H 1.31 -1.19 1.58 0.09
H 0.98 0.42 1.91 0.08
```

## Properties
Net charge ... 0
Molar mass ... 119.13 g mol⁻¹


<C>
ORCA calculation (ωB97M-V/def2-TZVPD) on the molecule C2H9N5O.

```
17
Properties=species:S:1:pos:R:3:lowdin_charge:R:1
O -1.63 -1.71 0.19 -0.04
N -1.75 1.18 0.24 0.07
N 1.45 -0.36 -0.17 -0.01
N 1.87 -1.66 0.32 -0.07
N -0.51 0.85 -0.39 -0.20
N -0.55 -1.09 0.93 0.00
C 0.17 2.11 -0.84 -0.03
C 0.19 -0.16 0.12 -0.43
H -0.59 2.67 -1.34 0.07
H -0.05 -1.80 1.39 0.08
H -2.35 0.45 -0.19 0.08
H 1.08 1.81 -1.43 0.09
H -1.33 -2.16 -0.58 0.07
H 2.42 -2.04 -0.46 0.06
H 2.65 -1.37 1.05 0.12
H 0.54 2.61 0.04 0.07
H -1.62 0.65 1.12 0.07
```

## Properties
Net charge ... 0
Molar mass ... 119.13 g mol⁻¹
SMILES string ... CN(N)/C(=N/N)NO


Which structure is the least stable? The one labeled <C>.